{"formula": "C9H6ClNO3", "method": "wB97M-V/def2-TZVPD", "multiplicity": 1, "homo_energy_ev": -9.295, "total_charge": 0, "lumo_energy_ev": -1.01, "orbital_gap_ev": 8.289, "energy_ha": -1087.0248, "species": ["C", "C", "C", "C", "C", "C", "C", "C", "C", "N", "O", "O", "O", "Cl", "H", "H", "H", "H", "H", "H"], "positions_angstrom": [[0.50793, 0.69032, -1.46011], [-0.80411, 0.90547, -1.07536], [1.33500, -0.10167, -0.67714], [-1.29539, 0.33838, 0.08698], [0.84872, -0.68247, 0.47722], [-0.47072, -0.45822, 0.87779], [-0.92150, -1.06432, 2.13114], [-1.85952, -0.61821, 2.93577], [-1.99022, -1.59306, 4.90236], [-2.73284, 0.46292, 3.02986], [-2.73057, -1.15885, 5.69342], [-3.60660, 0.56231, 2.18509], [-2.58287, 1.20850, 3.97930], [-0.92941, -2.87596, 4.91946], [0.88860, 1.12970, -2.36980], [-1.45539, 1.51725, -1.68119], [2.36018, -0.27379, -0.96913], [-2.32601, 0.49586, 0.36300], [1.49507, -1.29237, 1.08989], [-0.36464, -1.94437, 2.43767]], "forces_ev_per_angstrom": [[0.0927, -0.0262, 0.0033], [-0.0147, 0.0344, -0.0146], [0.0643, -0.0157, -0.0837], [-0.0157, -0.0145, -0.0484], [-0.2279, 0.1032, 0.0425], [0.1768, 0.0562, -0.3073], [-0.2067, 0.5075, -0.2384], [0.6959, -3.1503, 3.9149], [-1.0941, 2.8613, -2.9690], [-0.3175, 0.9710, -0.1899], [0.5298, -0.4577, -0.3021], [-0.2945, 0.0564, -0.0567], [-0.0316, -0.0140, -0.0539], [0.6646, -0.9069, 0.1795], [0.0219, 0.0563, -0.0716], [-0.0439, 0.0437, -0.0709], [0.0796, -0.0007, -0.0480], [-0.0362, -0.0125, 0.0275], [0.0760, -0.1143, 0.0693], [-0.1186, 0.0229, 0.2174]], "mulliken_charge": [-0.4377, -0.5704, -0.5153, -0.4464, -0.5173, 0.7748, -0.5550, 0.1976, 0.4670, 0.8832, -0.3129, -0.5598, -0.5346, -0.0839, 0.3782, 0.3867, 0.3714, 0.4550, 0.3486, 0.2708]}